Density functional theory data (the ωB97M-V functional and the def2-TZVPD basis) for one molecule with the formula C11H11NO2 at a distorted geometry.

Last columns: bonded neighbours and bond lengths (Å).
Atoms and positions in Å:
1 C 1.64450 2.36811 -0.58205  N2 1.427, H15 1.101, H16 1.045, H17 1.028
2 N 1.57242 0.98386 -0.24208  C1 1.427, O3 1.246, C4 1.302
3 O 0.86332 0.31942 -1.02164  N2 1.246
4 C 2.18527 0.38450 0.73803  N2 1.302, C5 1.442, H18 1.043
5 C 1.95448 -1.03932 0.75005  C4 1.442, C6 1.354, H19 1.098
6 C 0.90810 -1.67110 0.16653  C5 1.354, C7 1.453, C9 1.507
7 C 1.03032 -3.06602 -0.22092  C6 1.453, O8 1.199, H20 1.193
8 O 1.94435 -3.80492 0.01739  C7 1.199
9 C -0.50015 -1.16078 0.00044  C6 1.507, C10 1.410, C14 1.396
10 C -1.00787 -0.42236 1.08892  C9 1.410, C11 1.386, H21 1.135
11 C -2.29831 0.08085 1.03893  C10 1.386, C12 1.384, H22 1.138
12 C -3.09120 -0.23562 -0.05014  C11 1.384, C13 1.313, H23 1.090
13 C -2.65852 -0.96076 -1.05550  C12 1.313, C14 1.429, H24 1.134
14 C -1.37009 -1.57738 -1.00825  C9 1.396, C13 1.429, H25 1.128
15 H 1.62009 2.94274 0.35678  C1 1.101
16 H 2.59280 2.51306 -0.99650  C1 1.045
17 H 0.83936 2.68393 -1.13708  C1 1.028
18 H 2.96063 0.84348 1.26259  C4 1.043
19 H 2.83490 -1.58416 1.11468  C5 1.098
20 H 0.16518 -3.63002 -0.81890  C7 1.193
21 H -0.48564 -0.29910 2.08941  C10 1.135
22 H -2.73006 0.68552 1.90055  C11 1.138
23 H -4.03428 0.25552 -0.28886  C12 1.090
24 H -3.28883 -1.25259 -1.95148  C13 1.134
25 H -0.96796 -2.42682 -1.63184  C14 1.128

For the energy above the lowest of the compared OMol25 structures with the same formula, charge and spin, the calculation gives 6.242 eV. The frontier orbital gap (alpha / beta) is 7.905 / 7.905 eV. The calculation puts the LUMO energy (alpha / beta) at -0.51 / -0.51 eV. The calculation puts the total energy at -17165.5213 eV. The SMILES is C/[N+]([O-])=C/C=C(/C=O)c1ccccc1.

Results of the Löwdin charge analysis, in e, for atoms 1 through 4:
1 C 0.031
2 N -0.280
3 O -0.046
4 C -0.031